(1)
ORCA calculation (ωB97M-V/def2-TZVPD) on a 9-piece molecular cluster, C42H99N5O4 overall at a distorted geometry.

```
! wB97M-V def2-TZVPD RIJCOSX def2/J DEFGRID3
* xyz 1 2
C 6.6361 14.8797 9.4131
C 6.5727 13.5990 10.3074
N 7.4584 13.5891 11.5160
C 7.0952 14.5663 12.5883
C 5.6391 14.3814 13.0193
C 8.8736 13.7994 11.2105
C 9.3938 12.8405 10.1580
H 5.9138 14.8178 8.5991
H 7.6570 14.9471 9.0372
H 6.3966 15.7614 10.0075
H 5.5224 13.4002 10.5204
H 6.7542 12.7505 9.6478
H 7.8444 14.4815 13.3755
H 7.2632 15.5657 12.1870
H 5.2895 15.1410 13.7185
H 4.9244 14.4757 12.2017
H 5.4658 13.4156 13.4942
H 9.3846 13.5665 12.1447
H 9.0664 14.8171 10.8712
H 10.4818 12.8702 10.1002
H 8.9572 13.0354 9.1785
H 9.1866 11.8197 10.4793
C 8.9341 8.1487 15.4957
C 8.9482 9.0861 16.7162
N 8.9239 10.4882 16.2877
C 7.5414 10.9016 16.1625
C 7.4925 12.1528 15.1962
C 9.7693 11.3875 17.1781
C 9.3803 11.4325 18.6433
H 8.0014 8.2299 14.9376
H 8.8478 7.1161 15.8340
H 9.8619 8.1026 14.9254
H 8.2477 8.9215 17.5349
H 9.8788 8.8758 17.2433
H 6.8952 10.0697 15.8823
H 7.1416 11.0900 17.1589
H 6.4387 12.2926 14.9550
H 7.7714 13.0493 15.7498
H 8.0203 12.0260 14.2510
H 9.7237 12.3995 16.7757
H 10.8242 11.1517 17.0383
H 10.0923 12.0971 19.1326
H 9.4863 10.4494 19.1019
H 8.3818 11.8460 18.7847
C -0.3837 10.7853 16.4636
C 0.7654 10.5260 15.4968
N 1.6649 11.6554 15.1830
C 0.8796 12.7165 14.4461
C 1.6260 14.0960 14.3939
C 2.7788 11.2193 14.3767
C 3.9267 10.8035 15.1982
H -0.7062 9.7906 16.7712
H -1.2469 11.3011 16.0429
H -0.0070 11.3534 17.3142
H 1.4315 9.7437 15.8606
H 0.3612 9.9404 14.6711
H 0.6277 12.4642 13.4160
H -0.0685 12.9486 14.9312
H 1.9132 14.2368 15.4359
H 2.5529 14.0409 13.8230
H 1.0818 14.9463 13.9829
H 3.0848 12.1087 13.8259
H 2.4022 10.4421 13.7116
H 3.6901 9.8603 15.6906
H 4.1023 11.4557 16.0537
H 4.8071 10.8298 14.5560
C 9.7886 7.1006 6.3090
C 10.8798 7.9884 6.8848
N 10.7206 9.3242 6.3333
C 11.7848 10.2850 6.6640
C 13.0869 9.7624 6.1655
C 9.4149 9.9359 6.5778
C 9.0769 9.9578 8.0545
H 8.8331 7.2943 6.7965
H 10.1273 6.1015 6.5830
H 9.7048 7.0736 5.2226
H 10.8582 7.9091 7.9718
H 11.7996 7.5610 6.4858
H 11.8105 10.4912 7.7340
H 11.5760 11.2524 6.2074
H 13.7729 10.5946 6.0070
H 12.9707 9.4666 5.1229
H 13.5876 8.9141 6.6321
H 9.3431 10.9654 6.2269
H 8.6680 9.3957 5.9961
H 8.2082 10.5871 8.2480
H 8.8702 8.9988 8.5296
H 9.8642 10.3574 8.6937
C 2.5112 10.8269 6.8896
C 3.5246 11.0412 8.0505
N 3.9258 12.4221 8.2616
C 2.9301 13.3473 8.8160
C 2.3948 13.0073 10.1995
C 4.5107 13.0015 7.0071
C 5.8399 12.2766 6.7443
H 2.7607 11.2046 5.8981
H 1.5497 11.2387 7.1962
H 2.3775 9.7578 6.7250
H 3.1178 10.7326 9.0135
H 4.4471 10.4766 7.9152
H 3.3202 14.3638 8.7640
H 2.0471 13.3428 8.1768
H 3.1446 13.2923 10.9376
H 1.6409 13.7314 10.5084
H 2.0530 11.9907 10.3938
H 4.6647 14.0730 7.1349
H 3.8086 12.9277 6.1766
H 6.4615 12.9529 6.1575
H 5.5617 11.3562 6.2310
H 6.3628 12.0941 7.6831
C 7.1313 9.2549 11.9125
C 5.5933 9.4366 12.0991
O 4.8496 8.6390 12.6949
C 5.0588 10.6896 11.5674
H 7.4829 8.5185 12.6351
H 7.6809 10.1838 12.0644
H 7.2545 8.8535 10.9066
H 5.3682 10.6790 10.5222
H 5.5479 11.5415 12.0398
H 3.9767 10.8196 11.5542
C 11.4677 12.9410 14.1440
C 11.6704 11.7794 13.1144
O 12.4594 11.8263 12.1988
C 10.8043 10.5580 13.3093
H 10.4286 13.2659 14.1971
H 12.1191 13.7599 13.8389
H 11.8919 12.7359 15.1270
H 10.8546 10.2792 14.3619
H 11.0324 9.7294 12.6389
H 9.7804 10.8394 13.0632
C 1.5707 8.5394 11.8135
C 1.6376 7.1056 12.3460
O 1.4318 6.1484 11.6600
C 1.7746 6.9447 13.8752
H 2.5561 8.9990 11.8904
H 0.8076 9.1526 12.2929
H 1.2417 8.4068 10.7828
H 1.1708 6.1188 14.2513
H 1.3873 7.8498 14.3430
H 2.8216 6.8523 14.1641
C 5.8608 6.2358 10.2048
C 4.6961 5.7665 9.3845
O 4.7319 4.6343 8.9396
C 3.5591 6.7274 9.1799
H 6.5456 5.3884 10.2382
H 5.5924 6.5896 11.2002
H 6.4281 6.9808 9.6467
H 3.0306 6.8430 10.1261
H 2.7804 6.3186 8.5360
H 3.9261 7.6909 8.8262
*
```

Calculated values
⟨S²⟩: 0.75
M in g mol⁻¹: 738.28
Kohn-Sham gap (alpha / beta) in eV: 7.574 / 2.720
HOMO energy (alpha / beta) in eV: -10.0 / -10.0
DFT total energy in eV: -60788.7343

***

(2)
ORCA calculation (ωB97M-V/def2-TZVPD) on a 2-piece molecular cluster, C12H28N4OP overall at a distorted geometry.

```
! wB97M-V def2-TZVPD RIJCOSX def2/J DEFGRID3
* xyz 1 1
C -2.9104 0.0070 -3.2485
C -2.1181 -0.1143 -2.2183
N -0.7048 0.0060 -2.2529
C -0.0395 0.7818 -3.0383
N -0.5838 1.6325 -3.9263
C 0.3189 2.8388 -3.8627
C 1.5246 2.3733 -2.9987
P 1.7252 3.0924 -1.2915
C 0.1060 3.0544 -0.4073
O 2.6728 1.9729 -0.5162
N 1.3523 0.8921 -3.0836
H -2.6592 -0.2519 -4.2640
H -3.8881 0.4137 -3.0691
H -2.5381 -0.3793 -1.2658
H -0.1662 -0.5635 -1.6038
H -1.5009 2.0050 -3.6797
H -0.1467 3.7594 -3.5506
H 0.7285 2.9596 -4.8574
H 2.4414 2.6126 -3.5212
H -0.6385 3.6500 -0.9114
H 0.3150 3.4492 0.5764
H -0.2508 2.0378 -0.2377
H 2.1175 1.1906 -0.3550
H 1.6791 0.4795 -3.9524
C 2.3029 -1.8748 1.3798
C 1.4392 -1.2686 2.4720
N 0.0479 -1.1219 2.0901
C -0.7156 -0.2964 3.0185
C -0.9068 -0.8089 4.4490
C -0.6216 -2.3259 1.6272
C -0.6821 -3.5344 2.5672
H 2.2262 -1.2968 0.4538
H 3.3467 -1.8663 1.6926
H 2.0406 -2.9115 1.1665
H 1.8328 -0.2728 2.6927
H 1.5628 -1.8608 3.3895
H -1.6995 -0.0971 2.5825
H -0.2240 0.6804 3.0725
H -1.6352 -1.6163 4.4993
H -1.2845 -0.0016 5.0784
H 0.0264 -1.1562 4.8920
H -0.1393 -2.6423 0.6955
H -1.6400 -2.0569 1.3285
H 0.2711 -3.7214 3.0618
H -0.9349 -4.4304 1.9974
H -1.4493 -3.4184 3.3296
*
```

Calculated values
M in g mol⁻¹: 275.36
Kohn-Sham gap in eV: 6.827
HOMO energy in eV: -10.8
DFT total energy in eV: -30186.9113

***

(3)
ORCA calculation (ωB97M-V/def2-TZVPD) on a 2-piece molecular cluster, C6H20N6 overall at a distorted geometry.

```
! wB97M-V def2-TZVPD RIJCOSX def2/J DEFGRID3
* xyz 3 2
C 1.1973 -1.7209 -0.8105
C 1.8697 -2.8014 -1.6795
C 2.2995 -1.1102 1.3140
N 2.0669 -0.8134 -0.0153
N 2.3856 -2.3537 1.7934
N 2.9403 -0.0510 2.0731
H 0.5486 -1.1333 -1.4444
H 0.3766 -2.2003 -0.1837
H 2.0997 -3.5586 -1.0388
H 2.8854 -2.5673 -2.1800
H 2.7951 -0.3856 -0.4579
H 1.9976 -3.0834 1.2024
H 2.2748 -2.5099 2.8207
H 3.0620 0.8105 1.6513
H 3.2467 -0.3300 3.0205
H 1.1129 -3.1895 -2.4754
C -2.1214 0.9970 0.8318
C -3.2689 0.1729 1.2772
C -1.6210 2.4086 -1.1632
N -2.2340 1.4450 -0.5452
N -1.2477 3.6280 -0.5106
N -1.1523 2.2923 -2.4182
H -1.9731 1.7561 1.5185
H -1.1683 0.4639 0.8567
H -3.4837 -0.7524 0.6839
H -4.0602 0.8612 1.2087
H -3.1672 0.9420 -1.0268
H -1.4590 3.8402 0.4163
H -0.7502 4.2469 -1.0720
H -1.7190 1.8016 -3.0955
H -0.2633 2.8922 -2.8026
H -3.4696 0.0027 2.2512
*
```

Calculated values
⟨S²⟩: 0.76
M in g mol⁻¹: 176.27
Kohn-Sham gap (alpha / beta) in eV: 7.801 / 3.351
HOMO energy (alpha / beta) in eV: -19.7 / -19.7
ΔE to the lowest compared entry with this formula, charge and spin in kJ/mol: 257.6
DFT total energy in eV: -15453.9153

***

(4)
ORCA calculation (ωB97M-V/def2-TZVPD) on a 2-piece molecular cluster, C4H10N2 overall at a distorted geometry.

```
! wB97M-V def2-TZVPD RIJCOSX def2/J DEFGRID3
* xyz 0 1
C -1.8855 -1.0546 -1.1983
C -0.7968 -1.8428 -1.2545
N -0.2368 -2.4980 -0.1764
H -2.8741 -1.2064 -0.7749
H -1.8100 -0.2509 -1.9077
H -0.2660 -2.0598 -2.2114
H -0.0129 -1.9515 0.6348
H 0.2791 -3.3543 -0.2732
C 0.9090 2.5111 -0.0830
N 0.9989 1.3527 0.4307
C 0.9619 1.4417 1.9597
H 0.8322 3.3187 0.6435
H 0.6050 2.7897 -1.0914
H 1.8361 1.9265 2.3963
H 0.9066 0.4311 2.3422
H 0.1036 2.0118 2.2731
*
```

Calculated values
SMILES: C=CN.C=NC
M in g mol⁻¹: 86.14
Kohn-Sham gap in eV: 8.798
HOMO energy in eV: -7.7
ΔE to the lowest compared entry with this formula, charge and spin in kJ/mol: 329.7
DFT total energy in eV: -7287.2026

***

(5)
ORCA calculation (ωB97M-V/def2-TZVPD) on a 2-piece molecular cluster, C4H3Cl5O overall at a distorted geometry.

```
! wB97M-V def2-TZVPD RIJCOSX def2/J DEFGRID3
* xyz 0 1
C 0.6392 -0.3004 -0.7449
C 1.8694 0.1341 0.0007
C -0.3070 -1.1189 0.0024
C -1.7343 0.8440 0.2857
O 0.3851 0.0339 -1.8863
Cl -1.4512 -2.0397 -0.8680
Cl -0.0142 -1.6133 1.6009
Cl -1.7811 1.5788 -1.2528
Cl -3.1720 0.0508 0.7900
Cl -0.9429 1.7315 1.5253
H 2.4400 -0.7448 0.2963
H 1.5979 0.6799 0.8986
H 2.4712 0.7641 -0.6476
*
```

Calculated values
M in g mol⁻¹: 244.33
Kohn-Sham gap (alpha / beta) in eV: 7.470 / 7.604
HOMO energy (alpha / beta) in eV: -8.8 / -8.8
ΔE to the lowest compared entry with this formula, charge and spin in kJ/mol: 208.3
DFT total energy in eV: -68853.7840

***

(6)
ORCA calculation (ωB97M-V/def2-TZVPD) on a 2-piece molecular cluster, C2H4NOP overall at a distorted geometry.

```
! wB97M-V def2-TZVPD RIJCOSX def2/J DEFGRID3
* xyz 0 1
C 0.4420 1.2039 -0.0324
C -0.0965 -0.2224 -0.0471
N 1.6753 1.3983 -0.1479
O 2.3637 0.2334 -0.2444
P 1.5410 -1.1465 0.0188
H -0.1583 2.0730 0.1044
H -0.9387 -0.5425 0.4090
H -0.4482 -0.0237 -1.5895
H 1.4453 -1.0016 1.3849
*
```

Calculated values
M in g mol⁻¹: 89.03
Kohn-Sham gap in eV: 9.848
HOMO energy in eV: -9.3
ΔE to the lowest compared entry with this formula, charge and spin in kJ/mol: 334.7
DFT total energy in eV: -14961.1768

***

(7)
ORCA calculation (ωB97M-V/def2-TZVPD) on C3H7NO3S as an isolated structure at a distorted geometry.

```
! wB97M-V def2-TZVPD RIJCOSX def2/J DEFGRID3
* xyz 0 1
C 0.8927 0.7624 -1.1415
C 1.2493 1.1174 0.3568
C -0.9932 0.4150 0.2308
N -0.5086 0.2885 -0.9757
O -3.5378 1.2130 -0.0725
O -2.9126 -0.9638 -0.8454
O -0.0694 0.8380 1.0561
S -2.9477 -0.0781 0.3173
H 0.9421 1.4712 -1.9032
H 1.6098 0.0106 -1.5215
H 1.9862 0.4552 0.7772
H 1.4007 2.1272 0.2905
H -0.9238 3.2493 0.5690
H -0.4956 3.2886 -0.0864
H -1.1240 -0.1283 -1.6430
*
```

Calculated values
M in g mol⁻¹: 137.16
Kohn-Sham gap in eV: 9.191
HOMO energy in eV: -8.8
ΔE to the lowest compared entry with this formula, charge and spin in kJ/mol: 275.8
DFT total energy in eV: -21689.1148

***

(8)
ORCA calculation (ωB97M-V/def2-TZVPD) on a 2-piece molecular cluster, C4H4N2O2 overall at a distorted geometry.

```
! wB97M-V def2-TZVPD RIJCOSX def2/J DEFGRID3
* xyz 0 1
C 0.2803 -1.6691 -0.5614
C -0.2562 0.8627 -0.1239
C -0.5968 0.6437 1.3895
C -0.7290 0.7366 2.6728
H 1.6075 1.2043 -1.5227
H 0.9441 -2.1098 -1.4762
H -0.5580 -1.8623 1.0593
H -1.3218 1.0926 3.7773
N 0.2048 -0.1406 -0.7070
N -0.2621 -2.4981 0.2575
O 0.8646 0.1138 -1.8223
O 0.0779 1.9739 -0.5468
*
```

Calculated values
M in g mol⁻¹: 112.09
Kohn-Sham gap in eV: 9.841
HOMO energy in eV: -10.0
ΔE to the lowest compared entry with this formula, charge and spin in kJ/mol: 871.5
DFT total energy in eV: -11279.5076

***

(9)
ORCA calculation (ωB97M-V/def2-TZVPD) on a 3-piece molecular cluster, C5H10N2O2 overall at a distorted geometry.

```
! wB97M-V def2-TZVPD RIJCOSX def2/J DEFGRID3
* xyz 0 1
C 0.6929 0.4313 -2.1016
C -0.0549 1.6486 -1.6011
N -0.9022 1.4108 -0.5670
O 0.1191 2.7622 -2.0425
H 0.2055 -0.4926 -1.8031
H 0.7739 0.4847 -3.1846
H 1.7004 0.4561 -1.6886
H -1.4665 2.1821 -0.2471
H -1.1491 0.4739 -0.2631
N -1.6989 -1.2755 0.3367
C -1.4880 -1.5313 1.4945
O -1.3963 -1.7635 2.6215
H -2.1150 -1.8297 -0.3841
C 0.7605 -0.0068 1.8387
C 1.4713 -0.9913 1.3105
H 0.4369 0.8398 1.2189
H 0.6027 0.0626 2.9031
H 1.6676 -1.0543 0.2518
H 1.8401 -1.8071 1.9072
*
```

Calculated values
SMILES: CC(N)=O.N=C=O.C=C
M in g mol⁻¹: 130.15
Kohn-Sham gap in eV: 10.088
HOMO energy in eV: -9.6
ΔE to the lowest compared entry with this formula, charge and spin in kJ/mol: 155.7
DFT total energy in eV: -12421.8588

***

(10)
ORCA calculation (ωB97M-V/def2-TZVPD) on an isolated ion of composition C20H19O6 and charge -1 at a distorted geometry.

```
! wB97M-V def2-TZVPD RIJCOSX def2/J DEFGRID3
* xyz -1 1
C -1.3770 -1.2056 2.9489
O -1.7907 -1.3174 1.5611
C -1.8534 -0.2459 0.7293
C -2.1124 -0.4806 -0.6511
C -2.1480 0.5584 -1.5721
C -1.9233 1.8848 -1.1830
O -1.9274 2.8658 -2.2605
C -3.0236 3.2005 -2.9728
C -2.6681 4.1243 -4.1361
C -3.5792 5.1739 -4.6369
O -4.6738 5.4214 -4.1553
O -3.1898 5.9285 -5.7322
C -1.8616 5.7668 -6.2460
C -0.8632 6.5126 -5.3761
C -1.8610 6.3342 -7.6836
O -1.5538 4.3595 -6.3156
C -1.8366 3.5569 -5.1934
O -1.4378 2.4154 -5.2024
C -3.9046 3.9508 -1.9667
C -3.5012 5.2287 -1.5970
C -4.2410 5.8961 -0.6212
C -5.2965 5.2274 0.0098
C -5.5924 3.8841 -0.2762
C -4.8967 3.2367 -1.2953
C -1.6994 2.1296 0.2023
C -1.6581 1.0851 1.1370
H -1.3147 -2.2140 3.3730
H -0.3852 -0.7396 3.0259
H -2.1207 -0.6335 3.5219
H -2.2763 -1.4966 -1.0012
H -2.4070 0.3606 -2.6214
H -3.6012 2.3734 -3.4010
H -0.8927 6.1162 -4.3575
H 0.1502 6.4158 -5.7851
H -1.1071 7.5814 -5.3520
H -2.6046 5.8218 -8.3067
H -2.0914 7.4060 -7.6966
H -0.8766 6.2143 -8.1565
H -2.6827 5.7019 -2.1472
H -3.9763 6.9283 -0.3759
H -5.8896 5.7562 0.7629
H -6.3548 3.3315 0.2784
H -5.1248 2.2220 -1.6589
H -1.6200 3.1516 0.5828
H -1.4832 1.3010 2.1876
*
```

Calculated values
SMILES: COc1ccc(O[C@H](C2=C([O-])OC(C)(C)OC2=O)c2ccccc2)cc1
M in g mol⁻¹: 355.37
Kohn-Sham gap in eV: 6.372
HOMO energy in eV: -3.9
ΔE to the lowest compared entry with this formula, charge and spin in kJ/mol: 0.0
DFT total energy in eV: -33333.9565

***

(11)
ORCA calculation (ωB97M-V/def2-TZVPD) on one molecule with the formula C20H22BrN3OS at a distorted geometry.

```
! wB97M-V def2-TZVPD RIJCOSX def2/J DEFGRID3
* xyz 0 1
C 1.4449 6.0677 -0.6213
S 1.1039 5.1785 0.9694
C 1.6437 3.5345 0.5679
N 2.7153 3.2081 -0.1224
N 2.6575 1.8003 -0.2256
C 3.7324 1.0778 -0.8199
C 4.5552 1.7245 -1.7466
C 5.6549 1.0549 -2.3098
C 5.9283 -0.2944 -1.9657
Br 7.3269 -1.2587 -2.8958
C 5.1255 -0.9164 -1.0133
C 4.0481 -0.2219 -0.4344
C 1.4964 1.2902 0.2822
C 0.9524 -0.0034 0.3770
C -0.2551 -0.2213 1.0071
O -0.7137 -1.5170 1.0127
C -2.0404 -1.7901 1.5068
C -3.1461 -1.5225 0.4326
C -2.9916 -2.3592 -0.8560
C -3.4369 -3.8257 -0.6606
N -4.7444 -3.8855 -0.0421
C -4.7766 -3.2775 1.2630
C -4.5267 -1.8080 1.0913
C -0.8783 0.8799 1.6291
C -0.3416 2.1578 1.5839
C 0.8721 2.3464 0.8980
H 0.8758 5.6070 -1.4436
H 2.4896 5.9662 -0.8078
H 1.1349 7.1309 -0.5595
H 4.3895 2.7841 -1.9994
H 6.2413 1.5606 -3.0613
H 5.3886 -1.9147 -0.7203
H 3.4490 -0.6668 0.3541
H 1.4894 -0.8146 -0.1458
H -2.2338 -1.2138 2.4383
H -2.0496 -2.8282 1.8409
H -3.0929 -0.4708 0.1279
H -1.9169 -2.3736 -1.1740
H -3.5672 -1.9002 -1.6804
H -2.6876 -4.3432 -0.0836
H -3.5040 -4.2723 -1.6322
H -5.4623 -3.4758 -0.6354
H -5.7106 -3.4676 1.7435
H -4.0245 -3.7486 1.8554
H -4.6310 -1.3186 2.0843
H -5.3099 -1.4120 0.4358
H -1.8332 0.7665 2.1224
H -0.8405 2.9865 2.0333
*
```

Calculated values
SMILES: CSc1nn(-c2ccc(Br)cc2)c2cc(OCC3CCNCC3)ccc12
M in g mol⁻¹: 432.39
Kohn-Sham gap in eV: 8.476
HOMO energy in eV: -7.9
ΔE to the lowest compared entry with this formula, charge and spin in kJ/mol: 0.0
DFT total energy in eV: -108491.6631

***

(12)
ORCA calculation (ωB97M-V/def2-TZVPD) on an isolated ion of composition C3H5N2 and charge +1 at a distorted geometry.

```
! wB97M-V def2-TZVPD RIJCOSX def2/J DEFGRID3
* xyz 1 1
C 0.4813 -0.7794 -0.0151
C -2.1466 0.0485 0.0362
C 2.5571 0.4465 -0.0626
N 1.6412 -0.2563 0.0368
N -0.7387 0.0756 0.0478
H -2.5606 -0.8584 -0.0593
H -2.7494 1.0235 0.0513
H 3.3794 1.1043 0.1144
H 0.4375 -1.7709 -0.3098
H -0.3012 0.9666 0.1603
*
```

Calculated values
M in g mol⁻¹: 69.09
Kohn-Sham gap (alpha / beta) in eV: 7.416 / 7.410
HOMO energy (alpha / beta) in eV: -12.8 / -12.8
ΔE to the lowest compared entry with this formula, charge and spin in kJ/mol: 511.6
DFT total energy in eV: -6160.5902